Record 1
Entry from the Open Molecules 2025 dataset: C30H51BaBrN4P2 as an isolated structure in a non-equilibrium geometry (ωB97M-V/def2-TZVPD).

Geometry as ORCA input:
```
! wB97M-V def2-TZVPD RIJCOSX def2/J DEFGRID3
* xyz 2 1
C 3.02 1.60 -7.05
C 2.11 2.25 -6.19
C 1.32 3.29 -6.71
C 1.48 3.66 -8.05
N 2.35 3.04 -8.85
C 3.10 2.04 -8.38
C 1.98 1.81 -4.81
C 1.75 1.38 -3.69
C 1.19 0.78 -2.52
C 1.21 -0.63 -2.36
C 0.51 -1.23 -1.34
C -0.34 -0.47 -0.50
C -0.17 0.94 -0.53
C 0.62 1.54 -1.49
Ba 2.60 0.23 0.31
P -1.79 -1.43 0.08
H 0.59 3.82 -6.08
H 3.65 0.78 -6.70
H 0.89 4.47 -8.48
H 3.80 1.57 -9.08
H 0.84 2.62 -1.47
H 1.69 -1.26 -3.12
H -0.61 1.57 0.26
H 0.54 -2.32 -1.22
C -2.20 -1.59 1.84
C -3.70 -1.66 2.16
H -1.72 -0.72 2.33
H -1.68 -2.49 2.20
H -3.83 -2.05 3.17
H -4.14 -0.66 2.15
H -4.26 -2.31 1.48
C -3.13 -0.46 -0.69
C -3.47 -0.76 -2.14
H -2.78 0.59 -0.60
H -4.01 -0.55 -0.04
H -4.09 0.05 -2.51
H -2.58 -0.81 -2.77
H -4.05 -1.70 -2.25
C -1.79 -3.13 -0.60
C -2.98 -4.03 -0.27
H -0.87 -3.59 -0.20
H -1.69 -3.02 -1.69
H -2.78 -5.03 -0.69
H -3.13 -4.18 0.81
H -3.92 -3.69 -0.72
Br 0.54 0.32 2.46
P -2.26 4.38 1.75
C -3.37 2.95 1.36
C -4.72 3.07 2.09
H -2.84 2.02 1.65
H -3.52 2.94 0.27
H -5.44 2.36 1.66
H -4.62 2.84 3.16
H -5.14 4.08 1.99
C -0.99 3.63 2.85
C -0.48 4.63 3.90
H -0.17 3.23 2.23
H -1.48 2.76 3.33
H 0.06 4.08 4.68
H 0.21 5.36 3.45
H -1.32 5.17 4.36
C -1.33 4.58 0.17
C -1.97 5.67 -0.70
H -1.29 3.62 -0.36
H -0.31 4.87 0.45
H -1.29 5.94 -1.52
H -2.91 5.33 -1.15
H -2.17 6.58 -0.12
C 4.26 -4.64 0.53
N 4.05 -4.35 1.94
C 4.72 -5.26 2.86
C 3.55 -3.14 2.35
N 3.40 -2.11 1.50
N 3.22 -3.02 3.66
C 2.64 -4.10 4.45
C 3.14 -1.69 4.25
H 4.71 -5.64 0.46
H 4.93 -3.91 0.05
H 3.30 -4.66 -0.01
H 5.12 -4.73 3.73
H 4.04 -6.05 3.18
H 5.54 -5.73 2.32
H 3.80 -2.42 0.62
H 3.28 -4.32 5.32
H 1.65 -3.80 4.82
H 2.51 -5.02 3.87
H 3.60 -0.98 3.56
H 2.11 -1.39 4.42
H 3.70 -1.69 5.19
*
```

The calculation puts the gap between HOMO and LUMO at 5.57 eV. As for the highest occupied orbital energy: -12.0079 eV. As for the total energy: -4674.4612 hartree.

=====

Record 2
Entry from the Open Molecules 2025 dataset: C15H11ClLiN as an isolated structure (ωB97M-V/def2-TZVPD).

Geometry as ORCA input:
```
! wB97M-V def2-TZVPD RIJCOSX def2/J DEFGRID3
* xyz 0 1
Li 0.21 -0.32 -1.23
C -0.69 -3.90 2.78
C -0.69 -3.87 1.38
C -0.39 -2.72 0.73
C -0.08 -1.53 1.41
C 0.23 -0.35 0.68
C 0.50 0.77 1.45
C 0.50 0.77 2.85
C 0.21 -0.38 3.54
C -0.10 -1.56 2.84
C -0.40 -2.77 3.49
H -0.93 -4.83 3.29
H -0.92 -4.78 0.83
H -0.38 -2.68 -0.36
H 0.74 1.71 0.96
H 0.73 1.67 3.39
H 0.20 -0.39 4.62
H -0.41 -2.79 4.57
Cl -1.96 2.59 -5.43
C -0.76 2.49 -4.20
C 0.18 3.50 -4.04
C 1.13 3.36 -3.04
C 1.11 2.22 -2.26
N 0.23 1.25 -2.43
C -0.69 1.38 -3.37
H 0.16 4.37 -4.68
H 1.87 4.13 -2.88
H 1.82 2.06 -1.46
H -1.41 0.57 -3.46
*
```

The calculation puts the gap between HOMO and LUMO at 6.80 eV. As for the highest occupied orbital energy: -7.0418 eV. As for the total energy: -1100.6636 hartree.

=====

Record 3
Entry from the Open Molecules 2025 dataset: a 2-piece molecular cluster, C7H14O3 overall in a non-equilibrium geometry (ωB97M-V/def2-TZVPD).

Geometry as ORCA input:
```
! wB97M-V def2-TZVPD RIJCOSX def2/J DEFGRID3
* xyz 0 1
C 1.08 -1.84 0.12
C 1.40 -0.72 -0.51
C -0.89 0.88 0.65
C 1.91 -0.75 -1.88
C 1.69 0.50 1.63
C -2.36 -0.90 1.04
C -1.56 2.31 -1.07
O 1.58 0.40 0.22
O -1.80 0.04 0.15
O -0.75 1.99 0.09
H 1.09 -2.68 -0.41
H 0.70 -1.95 1.08
H 1.16 -0.59 -2.57
H 2.17 -1.75 -2.15
H 2.79 -0.19 -1.88
H 2.67 0.63 1.97
H 1.16 -0.32 2.06
H 1.03 1.29 1.88
H -2.22 -0.63 2.02
H -2.13 -2.00 0.74
H -3.43 -0.88 0.71
H -2.24 1.53 -1.23
H -0.93 2.53 -1.83
H -2.13 3.12 -0.83
*
```

The calculation puts the gap between HOMO and LUMO at 8.90 eV. As for the highest occupied orbital energy: -7.9704 eV. As for the total energy: -500.6273 hartree.

=====

Record 4
Entry from the Open Molecules 2025 dataset: a 3-piece molecular cluster, C2H9O3 overall (ωB97M-V/def2-TZVPD).

Geometry as ORCA input:
```
! wB97M-V def2-TZVPD RIJCOSX def2/J DEFGRID3
* xyz -1 1
C -1.15 0.65 -1.14
O -0.42 1.13 -0.06
C -2.14 -0.43 -0.73
H -0.49 0.27 -1.94
H -1.62 1.54 -1.58
H -1.58 -1.15 -0.13
H -2.68 -0.92 -1.54
H -2.84 0.01 -0.02
H 2.41 -0.88 0.11
H 2.77 0.46 0.53
O 3.21 -0.37 0.30
H 0.54 -0.53 2.22
H -0.12 0.30 0.57
O 0.18 -0.83 1.38
*
```

The calculation puts the gap between HOMO and LUMO at 8.29 eV. As for the highest occupied orbital energy: -3.9199 eV. As for the total energy: -307.3314 hartree.

=====

Record 5
Entry from the Open Molecules 2025 dataset: one molecule with the formula C5H8N2 (ωB97M-V/def2-TZVPD).

Geometry as ORCA input:
```
! wB97M-V def2-TZVPD RIJCOSX def2/J DEFGRID3
* xyz 0 1
C 0.63 2.21 -0.78
C 0.53 0.75 -0.50
C 1.23 -0.41 -0.92
C 0.57 -1.46 -0.29
N -0.45 -0.90 0.43
C -1.48 -1.31 1.37
N -0.46 0.42 0.31
H 0.04 2.47 -1.67
H 1.65 2.58 -0.90
H 0.16 2.71 0.07
H 2.08 -0.47 -1.58
H 0.78 -2.52 -0.34
H -1.69 -2.38 1.39
H -2.38 -0.76 1.06
H -1.20 -0.94 2.36
*
```

The calculation puts the gap between HOMO and LUMO at 9.99 eV. As for the highest occupied orbital energy: -8.9416 eV. As for the total energy: -304.8078 hartree. Its SMILES is Cc1ccn(C)n1.

=====

Record 6
Entry from the Open Molecules 2025 dataset: C60H70InN4O8 as an isolated structure in a non-equilibrium geometry (ωB97M-V/def2-TZVPD).

Geometry as ORCA input:
```
! wB97M-V def2-TZVPD RIJCOSX def2/J DEFGRID3
* xyz 1 1
In -0.32 -0.04 0.00
C -1.48 2.68 -2.29
O -0.52 1.78 -1.76
C 0.69 1.84 -2.46
C 0.89 1.02 -3.57
C -0.05 -0.14 -3.85
C 0.61 -1.47 -3.59
C 1.29 -2.14 -4.57
C 1.94 -3.36 -4.34
C 1.92 -3.88 -3.04
C 1.25 -3.25 -2.02
C 1.26 -3.76 -0.59
C 2.35 -3.08 0.22
C 3.67 -3.47 0.05
C 4.71 -2.84 0.72
C 4.40 -1.72 1.49
C 3.09 -1.33 1.72
C 2.81 -0.11 2.57
C 3.16 1.14 1.80
C 4.44 1.64 1.82
C 4.84 2.74 1.06
C 3.88 3.32 0.24
C 2.57 2.87 0.19
C 1.58 3.50 -0.77
C 1.66 2.77 -2.09
C 2.70 3.02 -2.97
C 2.81 2.37 -4.19
C 1.94 1.31 -4.43
C 3.77 2.91 -5.24
C 5.23 2.82 -4.77
C 3.65 2.18 -6.58
C 3.40 4.39 -5.46
C 2.16 1.80 1.02
O 0.90 1.49 1.15
C 6.28 3.21 1.12
C 6.60 3.61 2.57
C 6.56 4.42 0.23
C 7.22 2.07 0.69
C 2.06 -2.08 1.15
O 0.73 -1.84 1.55
C 0.36 -2.64 2.66
C 6.14 -3.37 0.70
C 7.12 -2.35 0.12
C 6.55 -3.68 2.15
C 6.25 -4.66 -0.13
C 0.49 -2.08 -2.30
O -0.38 -1.65 -1.45
C 2.64 -4.04 -5.50
C 3.57 -3.04 -6.20
C 3.48 -5.24 -5.05
C 1.56 -4.53 -6.49
H -1.12 3.71 -2.24
H -2.37 2.58 -1.67
H -1.72 2.44 -3.33
H -0.39 -0.09 -4.89
H -0.91 -0.03 -3.19
H 1.33 -1.70 -5.56
H 2.45 -4.79 -2.82
H 1.43 -4.84 -0.60
H 0.29 -3.54 -0.15
H 3.86 -4.28 -0.62
H 5.20 -1.17 1.96
H 3.41 -0.16 3.48
H 1.75 -0.08 2.83
H 5.17 1.16 2.47
H 4.14 4.16 -0.38
H 1.82 4.55 -0.91
H 0.58 3.40 -0.35
H 3.41 3.79 -2.71
H 2.04 0.72 -5.33
H 5.56 1.79 -4.74
H 5.36 3.26 -3.78
H 5.87 3.36 -5.46
H 3.86 1.12 -6.47
H 4.36 2.60 -7.29
H 2.65 2.31 -6.99
H 3.65 4.99 -4.59
H 2.33 4.48 -5.64
H 3.93 4.79 -6.32
H 5.93 4.39 2.90
H 7.62 3.97 2.64
H 6.49 2.76 3.24
H 5.94 5.27 0.52
H 6.38 4.19 -0.82
H 7.60 4.72 0.33
H 7.13 1.20 1.34
H 8.26 2.40 0.73
H 7.01 1.76 -0.33
H 0.36 -3.71 2.39
H -0.64 -2.34 2.95
H 1.04 -2.49 3.50
H 6.99 -1.36 0.56
H 6.99 -2.28 -0.96
H 8.14 -2.67 0.31
H 6.61 -2.78 2.74
H 7.52 -4.17 2.17
H 5.82 -4.35 2.61
H 5.98 -4.47 -1.16
H 5.61 -5.43 0.28
H 7.27 -5.03 -0.10
H 4.26 -2.62 -5.48
H 3.01 -2.24 -6.67
H 4.14 -3.55 -6.98
H 4.22 -4.92 -4.31
H 4.01 -5.65 -5.91
H 2.86 -6.02 -4.63
H 1.00 -3.71 -6.91
H 0.87 -5.20 -5.99
H 2.04 -5.08 -7.30
O -6.60 -0.56 4.08
N -6.93 -0.69 2.92
O -8.05 -0.92 2.53
C -5.89 -0.62 1.91
C -6.10 -1.33 0.76
C -5.12 -1.39 -0.26
C -5.31 -2.13 -1.44
C -4.29 -2.17 -2.36
C -3.12 -1.45 -2.10
N -2.92 -0.75 -1.00
C -3.89 -0.72 -0.08
C -3.66 0.03 1.13
N -2.48 0.63 1.29
C -2.24 1.36 2.35
C -3.21 1.58 3.34
C -4.42 0.95 3.23
C -4.68 0.12 2.12
H -7.03 -1.87 0.65
H -6.24 -2.66 -1.59
H -4.38 -2.74 -3.27
H -2.31 -1.48 -2.81
H -1.26 1.81 2.40
H -2.99 2.23 4.17
H -5.17 1.08 3.99
N 4.60 0.79 -1.37
C 5.16 -0.19 -2.29
C 4.22 -1.39 -2.29
O 4.52 -2.48 -2.69
O 3.01 -1.08 -1.83
H 4.93 1.73 -1.57
H 4.84 0.57 -0.41
H 3.08 -0.12 -1.57
H 6.18 -0.51 -2.07
H 5.13 0.22 -3.30
*
```

The calculation puts the gap between HOMO and LUMO at 5.10 eV. As for the highest occupied orbital energy: -9.3460 eV. As for the total energy: -3339.2261 hartree.

=====

no.,lowest unoccupied orbital energy (eV)
1,-6.44
2,-0.24
3,0.93
4,4.37
5,1.05
6,-4.24